1.
{"formula": "C42H93N9O29", "method": "wB97M-V/def2-TZVPD", "lumo_ev": -0.052, "homo_ev": -9.27, "energy_ev": -117822.747, "symbols": ["C", "N", "O", "O", "H", "H", "H", "C", "N", "O", "O", "H", "H", "H", "C", "N", "O", "O", "H", "H", "H", "C", "N", "O", "O", "H", "H", "H", "C", "N", "O", "O", "H", "H", "H", "C", "N", "O", "O", "H", "H", "H", "C", "N", "O", "O", "H", "H", "H", "C", "N", "O", "O", "H", "H", "H", "C", "N", "O", "O", "H", "H", "H", "C", "C", "O", "C", "H", "H", "H", "H", "H", "H", "C", "C", "O", "C", "H", "H", "H", "H", "H", "H", "C", "C", "O", "C", "H", "H", "H", "H", "H", "H", "C", "C", "O", "C", "H", "H", "H", "H", "H", "H", "C", "C", "O", "C", "H", "H", "H", "H", "H", "H", "C", "C", "O", "C", "H", "H", "H", "H", "H", "H", "C", "C", "O", "C", "H", "H", "H", "H", "H", "H", "C", "C", "O", "C", "H", "H", "H", "H", "H", "H", "C", "C", "O", "C", "H", "H", "H", "H", "H", "H", "C", "C", "O", "C", "H", "H", "H", "H", "H", "H", "C", "C", "O", "C", "H", "H", "H", "H", "H", "H"], "coordinates": [[-3.073, -2.257, 0.207], [-3.595, -0.902, 0.419], [-4.703, -0.794, 0.862], [-2.831, 0.003, 0.200], [-2.244, -2.129, -0.513], [-3.939, -2.839, -0.152], [-2.645, -2.623, 1.160], [3.853, 3.196, 1.504], [4.856, 2.784, 2.447], [4.756, 3.288, 3.575], [5.797, 2.102, 2.061], [3.926, 4.266, 1.600], [2.902, 2.877, 2.032], [3.980, 2.731, 0.529], [2.733, 1.641, -3.983], [2.614, 0.302, -4.489], [1.509, -0.157, -4.788], [3.588, -0.465, -4.339], [3.712, 1.783, -3.608], [1.999, 1.755, -3.166], [2.510, 2.277, -4.779], [-1.522, 2.550, -4.934], [-0.749, 3.853, -4.992], [0.478, 3.777, -4.864], [-1.405, 4.887, -5.050], [-0.797, 1.789, -5.273], [-2.395, 2.623, -5.587], [-1.900, 2.417, -3.896], [2.279, 6.381, -3.801], [2.788, 5.107, -3.239], [2.286, 4.611, -2.291], [3.748, 4.640, -3.812], [2.769, 6.527, -4.783], [2.682, 7.117, -3.140], [1.205, 6.374, -3.765], [-0.566, 3.651, -0.626], [-0.758, 2.716, -1.706], [0.129, 2.528, -2.553], [-1.776, 2.054, -1.706], [-1.436, 4.290, -0.417], [0.302, 4.285, -0.899], [-0.329, 3.105, 0.279], [-5.323, 1.593, -1.265], [-6.766, 1.880, -0.973], [-7.238, 1.713, 0.112], [-7.442, 2.251, -1.938], [-5.062, 0.804, -0.533], [-4.730, 2.542, -1.208], [-5.283, 1.250, -2.296], [0.197, 3.581, 8.059], [1.488, 3.258, 7.363], [2.316, 4.130, 7.412], [1.655, 2.174, 6.881], [0.003, 4.649, 7.991], [0.337, 3.286, 9.102], [-0.616, 3.039, 7.669], [0.655, -0.659, -1.827], [1.610, 0.224, -1.046], [1.142, 0.898, -0.149], [2.785, 0.193, -1.363], [0.193, -1.345, -1.148], [1.217, -1.271, -2.555], [-0.137, -0.094, -2.269], [-6.040, 3.733, -4.845], [-6.836, 2.490, -5.358], [-6.269, 1.551, -5.867], [-8.324, 2.539, -5.226], [-6.751, 4.545, -4.654], [-5.215, 4.147, -5.492], [-5.466, 3.453, -3.978], [-8.715, 1.510, -5.309], [-8.820, 3.103, -6.020], [-8.687, 2.934, -4.213], [8.218, -0.252, 4.921], [8.459, 1.033, 4.198], [9.044, 1.137, 3.157], [7.991, 2.270, 4.943], [8.904, -1.087, 4.655], [7.159, -0.457, 4.634], [8.265, -0.158, 6.000], [8.200, 3.255, 4.488], [8.413, 2.219, 5.953], [6.880, 2.345, 5.084], [-0.567, 6.171, 2.743], [0.315, 4.999, 3.036], [0.095, 3.910, 2.530], [1.549, 5.296, 3.831], [-1.070, 6.171, 1.761], [-0.084, 7.200, 2.836], [-1.353, 6.143, 3.501], [1.267, 6.076, 4.525], [2.325, 5.556, 3.080], [1.858, 4.406, 4.426], [2.046, -4.089, -2.535], [1.333, -4.534, -3.743], [0.405, -5.295, -3.704], [1.817, -3.928, -5.035], [2.269, -3.040, -2.431], [3.049, -4.621, -2.440], [1.506, -4.558, -1.690], [2.117, -2.871, -4.791], [0.966, -3.970, -5.761], [2.733, -4.368, -5.274], [2.273, -3.204, 0.812], [0.785, -2.984, 1.191], [0.031, -2.203, 0.654], [0.254, -3.850, 2.300], [2.450, -4.272, 0.580], [2.976, -2.857, 1.594], [2.618, -2.610, 0.014], [0.602, -4.847, 2.154], [-0.840, -3.778, 2.343], [0.655, -3.499, 3.274], [-2.957, 3.026, 2.836], [-2.053, 2.476, 3.952], [-1.797, 3.128, 5.013], [-1.459, 1.136, 3.700], [-2.910, 2.419, 1.986], [-2.435, 3.953, 2.662], [-4.026, 3.102, 3.127], [-0.696, 0.852, 4.518], [-0.958, 1.107, 2.769], [-2.194, 0.356, 3.672], [-2.956, -2.859, -3.563], [-2.326, -1.586, -4.037], [-2.630, -0.459, -3.598], [-1.558, -1.749, -5.339], [-3.629, -3.260, -4.332], [-3.312, -2.653, -2.574], [-2.148, -3.680, -3.508], [-1.185, -0.770, -5.808], [-2.391, -2.154, -6.046], [-0.713, -2.466, -5.321], [6.681, -4.342, 0.464], [5.581, -3.415, -0.122], [4.699, -3.741, -0.867], [5.725, -1.983, 0.366], [6.941, -3.955, 1.432], [7.512, -4.338, -0.217], [6.305, -5.370, 0.583], [6.727, -1.654, 0.208], [5.517, -1.877, 1.406], [5.079, -1.336, -0.301], [-3.261, -6.143, -1.463], [-2.016, -5.889, -0.628], [-1.893, -4.891, 0.086], [-0.906, -6.947, -0.650], [-3.491, -5.303, -2.093], [-4.078, -6.277, -0.730], [-3.262, -6.952, -2.192], [-0.209, -6.675, 0.160], [-0.526, -6.995, -1.729], [-1.358, -7.889, -0.315], [2.752, 0.196, 3.987], [3.436, -1.109, 4.473], [3.472, -2.094, 3.793], [3.898, -1.169, 5.932], [1.697, 0.075, 4.321], [2.706, 0.204, 2.889], [3.010, 1.165, 4.380], [3.360, -0.455, 6.561], [4.951, -0.808, 5.982], [3.868, -2.233, 6.174], [-7.885, -6.112, 1.679], [-7.105, -5.200, 0.728], [-6.092, -4.685, 1.148], [-7.396, -4.976, -0.701], [-7.131, -6.765, 2.156], [-8.634, -6.743, 1.172], [-8.362, -5.507, 2.419], [-8.439, -4.614, -0.845], [-7.399, -5.914, -1.295], [-6.667, -4.272, -1.051]], "atomic_forces_ev_per_a": [[0.3268, -0.5484, -0.6337], [1.2084, -0.7559, 0.4174], [-1.4423, 0.3997, 0.4021], [0.3175, 1.1481, -0.1580], [-0.5788, -0.4403, 0.4147], [0.7363, -0.0697, 0.3542], [-0.5099, 0.1886, -0.6170], [-2.1891, -0.6604, 0.8099], [2.2910, 0.1555, 1.1592], [0.1715, -0.9704, -0.9212], [-0.9031, 0.2128, 0.6169], [-0.2720, 0.4389, -0.7469], [0.7201, 0.4367, -1.0884], [0.0519, 0.2589, 0.1449], [-0.6295, 0.1805, 1.1326], [0.4188, -4.2454, 1.4962], [0.6113, 1.1778, -0.4702], [-1.0211, 1.5053, -0.7827], [0.8736, 0.0770, 0.1708], [0.3569, 0.0087, -0.7307], [-0.4564, 1.3099, -1.1028], [0.1856, 0.0109, -0.2102], [0.1751, -0.2364, 0.7407], [-1.5659, 0.5849, -0.6453], [0.8401, -0.5633, -0.0273], [-0.6028, 0.1670, 0.5505], [0.3258, 0.1478, -0.0330], [0.6138, -0.0842, -0.8031], [0.6413, -0.0107, -0.4572], [1.0267, 0.3609, -2.0548], [-1.3674, -0.4820, 2.0697], [0.6472, -0.2694, -0.3520], [-0.7531, -0.2786, 0.5321], [0.0564, 0.6900, 0.5226], [-0.2911, -0.0228, -0.2600], [1.2588, 1.9803, 0.6099], [0.2108, -1.8106, -1.4107], [-0.7295, 0.7503, 1.4627], [-0.3597, 0.3287, 0.1728], [0.0466, -0.5908, -0.4665], [-0.5252, -0.4240, 0.2003], [0.0063, -0.3028, 0.0224], [0.1493, -0.0162, 0.5302], [-0.6930, 0.5548, -2.0526], [0.3322, -0.1888, 1.1016], [0.5235, -0.0257, 0.3013], [0.2682, 0.8717, -0.4994], [-0.5986, -0.9351, 0.3739], [-0.0163, -0.1189, 0.0987], [0.4918, 0.3937, 0.6969], [-0.8330, 0.7023, 0.7882], [0.7240, 0.6646, -0.1880], [-0.1524, -1.0150, -0.4591], [0.3010, -0.1230, -0.0335], [0.1294, 0.1331, -0.1264], [-0.7127, -0.8190, -0.8293], [0.9134, -0.6954, -0.3218], [-0.7445, -0.6800, -0.5132], [0.1918, -0.0127, -0.1316], [-0.1609, 0.0669, 0.3135], [-0.0194, -0.1139, 0.7944], [-0.1468, 0.8668, 0.2800], [-0.1730, 0.8086, -0.3723], [0.0065, 0.2043, -1.0662], [1.2940, 1.0600, -0.2630], [-0.0813, 0.0490, 0.1891], [-1.4645, -0.5227, 1.5496], [0.3609, -0.1538, 0.3342], [-1.1158, -0.7688, -0.0772], [-0.2825, -0.1471, 0.7777], [0.2469, 0.3571, 0.0012], [0.3456, 0.2534, 0.0493], [0.7341, -0.3371, -1.4323], [-0.4967, -1.0207, -0.3812], [0.5207, 1.4477, 0.6710], [0.2286, -0.4630, -0.7181], [-1.3486, 0.7963, 0.5089], [-0.6347, 0.6783, -0.3022], [0.6214, -0.4561, 0.3434], [-0.1626, 0.2882, 0.1514], [0.4957, -0.8079, -0.1193], [-0.0043, 0.1818, -0.1042], [0.7545, -0.6365, -0.1102], [-0.3976, 1.8690, -0.1179], [0.4585, -0.5870, -1.4766], [0.0827, 0.4611, 0.4391], [-0.2208, -1.1983, 0.4403], [0.3093, -0.4841, 0.3801], [-0.2915, -1.4808, 0.0669], [-0.1382, 0.0905, 0.0692], [0.6337, 0.5323, 0.0563], [-0.2967, 0.1828, 0.7827], [-0.0104, 0.5564, -0.6406], [1.2235, -2.2829, 1.8100], [0.6080, 1.1295, -0.9169], [-0.9296, -0.8122, 0.1228], [-1.9494, 1.9535, 0.9413], [-0.1438, 0.2466, -0.0380], [-0.9313, 0.7345, -0.5232], [0.0642, 0.8519, -0.0850], [-0.5399, -0.7062, -0.5250], [1.2590, -0.1146, 0.1821], [1.2732, -1.0715, -1.0229], [-0.5759, -0.2179, 1.1023], [0.6282, -0.3088, 0.2301], [0.4896, 0.1451, -0.1125], [-0.1541, 0.9611, 0.7446], [-0.0279, 0.5463, 0.2344], [-0.7179, -0.6109, 0.3171], [-0.1929, 0.6042, -1.4885], [0.0492, -0.8822, 0.0272], [0.4043, -0.2185, -0.1404], [0.0034, -0.1312, -0.4967], [0.2071, 0.2674, 2.2142], [0.0529, 1.5294, 2.8538], [-0.9448, -1.8089, -3.4154], [1.6757, -0.4550, 2.4582], [0.1835, -0.9779, -1.3573], [-0.5685, 0.7219, -0.4433], [0.8307, 0.3450, 0.0921], [-1.2276, 0.6021, -1.1786], [0.5327, 0.1058, -1.1709], [-0.7361, -0.3310, -0.0467], [2.2190, -1.2242, 0.0689], [-0.7874, 2.4689, -0.9445], [0.8964, -2.6255, -0.4493], [-0.4324, 0.7722, -1.7329], [-0.3224, 0.4333, 0.5237], [-0.8838, -0.3822, 0.3354], [-0.9614, 1.1972, 0.0961], [-0.6041, -1.3646, 1.0132], [1.5807, 0.4813, 0.9306], [-0.6529, 0.2720, 0.1539], [-1.8976, -0.3147, -0.4309], [1.0315, 0.3796, 1.2359], [0.0224, -0.5643, -0.3102], [-1.1747, 0.4009, -2.3122], [0.4368, 0.1372, 0.3361], [0.5576, 0.0310, -0.1933], [0.1358, 0.3220, -0.2066], [0.9402, 0.1830, -0.0145], [-0.4083, 0.0332, 0.7937], [0.4584, -0.5795, 1.0928], [-0.3564, 0.0424, 0.4170], [0.9396, 0.6047, 0.6952], [-0.5358, -1.4293, -1.2882], [-0.6634, 0.5550, -0.3655], [-0.1271, 0.8649, 0.1397], [0.1605, 0.0558, -0.4513], [0.4806, -0.4968, 0.5052], [0.2309, 0.0143, -0.8842], [-0.1172, -0.1203, 1.7065], [0.0700, -0.0801, -0.5463], [-0.9944, -1.2724, -0.4811], [-0.4579, 1.8603, 1.2148], [0.1521, -0.5200, -0.7717], [0.7854, 0.5001, -0.9642], [0.4306, -0.0609, -0.1643], [0.1587, 0.0133, 0.2889], [0.7736, 0.1100, 0.3731], [-0.2709, -0.5083, 0.0662], [-0.4873, -0.3624, -0.1594], [-0.0720, 0.3395, 0.5785], [0.4231, -0.7616, -1.2762], [0.9371, -0.5306, 0.8094], [0.1938, 0.1965, 0.5376], [-2.0541, -0.6884, -0.8400], [-0.4630, 0.3796, -0.1013], [0.2406, 0.3326, 0.1778], [-0.3239, 0.3693, 0.5843], [0.6304, 0.0862, 0.1049], [0.3165, 0.3419, 0.3980], [0.1582, 0.2774, -0.4416]]}

***

2.
{"formula": "C6H16N", "method": "wB97M-V/def2-TZVPD", "spin_multiplicity": 2, "lumo_ev": [-12.777, -13.826], "total_charge": 2, "homo_ev": [-20.61, -20.60], "e_above_lowest_kj_mol": 565.9, "energy_ev": -7947.109, "symbols": ["C", "C", "C", "C", "C", "C", "N", "H", "H", "H", "H", "H", "H", "H", "H", "H", "H", "H", "H", "H", "H", "H", "H"], "coordinates": [[0.372, 0.017, 2.448], [0.993, 0.380, 1.049], [-0.082, 0.438, 0.000], [-1.118, 1.453, 0.279], [0.632, 0.269, -1.352], [-0.293, -0.012, -2.558], [-0.411, -2.110, 0.032], [-0.575, -0.501, 2.275], [0.176, 0.909, 3.033], [0.972, -0.676, 3.034], [1.572, 1.303, 1.231], [-0.444, -0.984, 0.077], [-1.888, 1.017, 0.936], [-1.603, 1.851, -0.613], [-0.658, 2.269, 0.850], [1.237, -0.637, -1.270], [1.354, 1.099, -1.429], [0.263, -0.431, -3.396], [-0.702, 0.937, -2.907], [-1.071, -0.726, -2.274], [1.673, -0.357, 0.623], [0.469, -2.508, -0.321], [-0.872, -2.780, 0.669]], "atomic_forces_ev_per_a": [[-0.0203, -0.4475, -0.2681], [-1.0567, -2.2648, 0.8695], [4.7529, 8.2022, -0.1297], [-0.8842, -1.4109, -1.0580], [-2.4106, -3.1043, -0.8301], [0.6566, 1.1528, 0.1140], [0.7345, 0.9965, 0.8186], [-0.1828, 0.0804, 0.3004], [-0.0575, 0.0179, 0.0578], [0.3478, 0.2300, -0.1093], [-0.5033, 0.1695, -0.6919], [-0.6867, -4.5262, -0.1910], [-0.2049, 0.3204, 0.2063], [-0.0965, -0.2934, -0.0048], [0.1255, -0.2419, 0.3384], [0.5870, 0.3148, 0.0756], [-0.3647, 0.3125, 0.2836], [0.0747, -0.0268, 0.1336], [-0.4920, -0.2600, -0.0725], [-0.1567, 0.1436, -0.1447], [0.6075, -0.0471, 0.8803], [-0.0558, 0.1802, -0.5130], [-0.7140, 0.5023, -0.0652]]}